Entry from OMol25: a structure of composition C18H21BBrFIO3Pt (ωB97M-V with the def2-TZVPD basis set).

Computed properties:
Net charge   +1
Relative energy (zero: lowest compared OMol25 entry of this formula, charge and spin)   136.0 kJ/mol
Molar mass   717.06 g/mol
Kohn-Sham gap   2.6 eV

Last column: natural (NBO) charge in e.
Geometry (Å):
C  -0.9868  -2.0200  3.8380  -0.21
C  -0.6537  -1.4473  2.8264  0.06
C  -0.0533  -0.8568  1.5616  0.12
C  1.2942  -1.6238  1.3594  -0.53
C  1.1268  -2.9531  0.6122  0.62
O  1.2038  -4.0074  1.2432  -0.60
C  0.9098  -2.9027  -0.8951  -0.19
C  1.7820  -2.0891  -1.6513  -0.17
C  1.5671  -2.0020  -3.0489  -0.19
C  0.4976  -2.7201  -3.5903  -0.18
C  -0.3723  -3.5522  -2.8514  -0.19
C  -0.1613  -3.6393  -1.4606  -0.18
O  0.0009  0.5549  1.7205  -0.57
B  -0.2693  1.2658  0.4752  0.93
C  -1.4160  2.4336  0.4942  -0.69
C  -2.5215  2.2884  -0.5845  0.22
C  -2.2182  3.0467  -1.9045  -0.65
F  -3.6604  2.9341  -0.0437  -0.37
C  1.3276  1.7912  0.0833  -0.41
I  1.5996  1.9636  -2.0493  0.37
C  1.7022  3.1441  0.7370  -0.46
C  1.6310  3.1576  2.2871  -0.62
O  -0.5813  0.1355  -0.4015  -0.66
C  -1.1227  -0.8852  0.3638  0.06
Br  -2.8581  -0.5837  1.2717  0.06
H  -1.0465  -2.7168  4.6671  0.26
H  1.7090  -1.8145  2.3691  0.27
H  2.0764  -1.0430  0.8317  0.25
H  2.5894  -1.5609  -1.1321  0.22
H  2.2368  -1.3424  -3.6097  0.24
H  0.3189  -2.6222  -4.6729  0.23
H  -1.2023  -4.0894  -3.3291  0.24
H  -0.8204  -4.2453  -0.8129  0.21
H  -1.0317  3.4684  0.4346  0.24
H  -1.9226  2.3529  1.4834  0.29
H  -2.8386  1.2561  -0.7931  0.19
H  -3.1570  3.0036  -2.4959  0.24
H  -2.0417  4.1160  -1.6943  0.22
H  -1.4086  2.5476  -2.4635  0.21
H  2.0864  1.0573  0.4068  0.23
H  2.7556  3.3734  0.4606  0.25
H  1.1048  3.9980  0.3625  0.23
H  1.7383  4.2037  2.6414  0.24
H  0.6566  2.8126  2.6915  0.22
H  2.4095  2.5516  2.7850  0.22
H  -1.2878  -1.8265  -0.1736  0.24
Pt  -0.6926  -4.9127  1.6510  0.48

***

Entry from OMol25: a structure of composition C18H21BiBrN2O3 (ωB97M-V with the def2-TZVPD basis set).

Computed properties:
Net charge   -1
Molar mass   602.26 g/mol
Kohn-Sham gap (spin up / spin down)   6.2 / 6.2 eV

Last column: natural (NBO) charge in e.
Geometry (Å):
C  -1.9245  -0.6401  -2.2727  -0.48
C  -2.2599  -1.1854  -0.9754  -0.28
C  -2.6381  -0.1454  -0.1265  -0.25
H  -2.2914  -2.2378  -0.7043  0.22
C  -2.5390  1.0732  -0.8619  -0.28
C  -2.0758  0.7979  -2.1576  -0.31
H  -1.8849  1.5351  -2.9467  0.22
H  -1.9513  -1.2203  -3.1972  0.25
H  -3.0340  -0.2051  0.8969  0.20
H  -2.7905  2.0390  -0.4110  0.21
Bi  0.6498  -0.5187  -2.8265  1.61
Br  0.2749  -2.8203  -3.8338  -0.52
C  2.0556  0.9994  -5.0155  -0.36
C  0.9250  1.7496  -5.4314  -0.34
C  -0.0347  0.8631  -5.9745  -0.33
H  0.8704  2.8399  -5.4832  0.21
C  0.4881  -0.4504  -5.9218  -0.32
C  1.7875  -0.3911  -5.2933  -0.46
H  2.5307  -1.1852  -5.3086  0.23
H  3.0259  1.4090  -4.7305  0.22
H  -0.9437  1.1580  -6.5070  0.21
H  0.0558  -1.3180  -6.4180  0.22
C  -0.9483  -0.4821  4.9241  -0.62
C  -0.7960  -0.1017  3.4524  -0.39
C  0.6406  -0.0722  2.9276  -0.23
C  1.6450  0.7056  3.8575  -0.39
C  1.1865  2.1026  4.2632  -0.63
C  1.1739  -1.5228  2.8283  0.73
O  1.8382  -2.0758  3.6693  -0.59
N  0.6875  -2.2146  1.7100  -0.68
C  0.6518  -1.6161  0.4420  0.79
O  0.5767  -2.2956  -0.6129  -0.69
N  0.7043  -0.2524  0.3618  -0.69
C  0.6486  0.5078  1.4733  0.66
O  0.5171  1.7637  1.3491  -0.66
H  -0.3285  -1.3500  5.1962  0.21
H  -1.9867  -0.7310  5.1311  0.21
H  -0.6598  0.3459  5.5856  0.20
H  -1.3422  -0.8267  2.8322  0.22
H  -1.2245  0.8978  3.3093  0.23
H  1.8599  0.0814  4.7465  0.22
H  2.5982  0.7960  3.2990  0.21
H  0.5219  2.1089  5.1383  0.19
H  2.0773  2.6857  4.5082  0.20
H  0.6793  2.5874  3.4136  0.26
H  0.9835  -3.1879  1.6949  0.41

***

Entry from OMol25: a structure of composition C18H21CaN4O7S (ωB97M-V with the def2-TZVPD basis set).

Computed properties:
Net charge   -1
Relative energy (zero: lowest compared OMol25 entry of this formula, charge and spin)   0.0 kJ/mol
Molar mass   477.53 g/mol
Kohn-Sham gap   7.9 eV

Last column: natural (NBO) charge in e.
Geometry (Å):
Ca  2.0571  -0.4279  0.6091  1.79
O  2.1751  1.1793  -1.4195  -0.79
C  3.3865  1.8759  -1.1098  -0.09
C  3.1629  2.6958  0.1506  -0.24
N  2.8950  1.8817  1.3338  -0.51
C  1.8794  2.4160  2.2410  -0.34
C  1.1530  1.3404  3.0944  0.77
O  0.7271  1.6903  4.1902  -0.70
O  1.0325  0.1980  2.5377  -0.89
C  4.1214  1.5023  2.0465  -0.35
C  4.9535  0.3895  1.3599  0.76
O  6.1684  0.5373  1.2835  -0.69
O  4.2646  -0.6102  0.9589  -0.89
H  2.3577  0.3199  -1.8418  0.52
H  3.6551  2.5443  -1.9343  0.17
H  4.2120  1.1714  -0.9799  0.20
H  2.3053  3.3496  -0.0241  0.20
H  4.0402  3.3401  0.3084  0.18
H  1.1027  2.8900  1.6336  0.20
H  2.2833  3.1826  2.9138  0.19
H  3.8290  1.1165  3.0261  0.22
H  4.7755  2.3703  2.2018  0.18
N  1.5872  -2.8480  1.0532  -0.89
C  2.3682  -3.5288  0.0078  -0.35
C  2.2463  -2.8761  -1.3898  0.78
O  2.3698  -3.6114  -2.3616  -0.69
O  2.0445  -1.6095  -1.4018  -0.92
H  1.8271  -3.1805  1.9785  0.38
H  0.5947  -3.0067  0.9229  0.37
H  2.1169  -4.5859  -0.1027  0.19
H  3.4227  -3.4649  0.2864  0.22
S  -4.4078  1.4025  -1.9228  0.26
C  -2.8928  0.7455  -1.2502  -0.15
C  -1.9414  0.1819  -2.0866  -0.26
C  -0.7657  -0.2991  -1.5292  0.05
N  -0.5109  -0.2419  -0.2232  -0.47
C  -1.4265  0.3049  0.5793  0.04
C  -2.6287  0.8110  0.1109  -0.26
C  -5.5020  0.0529  -1.5361  -0.14
C  -6.4390  0.1674  -0.5191  -0.26
C  -7.2902  -0.9000  -0.2712  0.04
N  -7.2627  -2.0431  -0.9502  -0.41
C  -6.3562  -2.1435  -1.9207  0.04
C  -5.4674  -1.1343  -2.2551  -0.26
H  -2.1045  0.1210  -3.1539  0.23
H  0.0110  -0.7554  -2.1333  0.24
H  -1.1625  0.3406  1.6311  0.24
H  -3.3390  1.2552  0.7951  0.23
H  -6.5045  1.0723  0.0698  0.23
H  -8.0275  -0.8265  0.5208  0.19
H  -6.3390  -3.0788  -2.4692  0.19
H  -4.7574  -1.2736  -3.0594  0.23